[1]
Computed, not measured: a 2-piece molecular cluster, C4H7N2O overall at a distorted geometry, with the ωB97M-V functional and the def2-TZVPD basis.

```
! wB97M-V def2-TZVPD RIJCOSX def2/J DEFGRID3
* xyz 1 3
C 2.15 0.19 0.49
C 1.80 -1.10 0.06
C 0.94 0.88 0.75
C -1.41 0.40 0.40
N 0.43 -1.13 0.10
N -0.06 0.07 0.49
O -2.17 -0.64 0.51
H 3.17 0.41 0.31
H 2.51 -1.96 -0.22
H 0.78 1.90 0.89
H -2.39 2.06 -2.35
H -2.49 1.41 -2.01
H -0.19 -2.00 0.25
H -3.07 -0.50 0.32
*
```

<S²> = 2.02
E_HOMO (spin up / spin down) = -0.449 / -0.553 Ha
HOMO-LUMO gap (spin up / spin down) = 8.50 / 8.38 eV

Mulliken charges, unit e, in atom order: -0.5846 0.0172 -0.2139 0.1963 -0.2727 0.2697 -0.3806 0.3800 0.3940 0.4680 0.2241 -0.2131 0.3278 0.3879

***

[2]
Computed, not measured: a 2-piece molecular cluster, C4H7N2O2 overall at a distorted geometry, with the ωB97M-V functional and the def2-TZVPD basis.

```
! wB97M-V def2-TZVPD RIJCOSX def2/J DEFGRID3
* xyz -1 1
C 0.11 1.73 -0.41
C 0.03 1.83 -1.73
C 1.97 0.41 0.09
N 1.26 1.43 0.30
H -0.76 1.99 0.20
H 0.88 1.62 -2.37
H -0.86 2.26 -2.16
H 3.01 0.43 0.42
H 1.48 -0.49 -0.29
N -1.82 -2.16 1.18
C -0.63 -1.51 0.82
O -0.55 -1.16 -0.39
O 0.21 -1.35 1.73
H -1.89 -2.51 2.12
H -2.46 -2.51 0.49
*
```

E_HOMO = -0.150 Ha
HOMO-LUMO gap = 8.37 eV

Mulliken charges, unit e, in atom order: 0.1287 -0.7573 -0.3066 -0.4783 0.3001 0.2333 0.2442 0.2740 0.2863 -0.4570 0.6506 -0.7227 -0.7428 0.1710 0.1765

***

[3]
Computed, not measured: an isolated ion of composition C4H7N2O2S and charge +1 at a distorted geometry, with the ωB97M-V functional and the def2-TZVPD basis.

```
! wB97M-V def2-TZVPD RIJCOSX def2/J DEFGRID3
* xyz 1 1
C 3.75 1.74 -1.05
C -0.97 -0.01 0.41
C -0.88 0.35 1.87
C -2.15 -1.13 -1.49
N -1.92 -0.55 -0.10
N 3.16 0.81 -0.76
O 2.02 -0.82 1.25
O 0.19 0.14 -0.35
S 1.75 -0.65 -0.10
H 4.23 2.65 -1.14
H -0.47 -0.56 2.35
H -1.83 0.69 2.18
H -0.29 1.23 2.09
H -3.22 -1.03 -1.75
H -1.94 -2.21 -1.21
H -1.43 -0.65 -2.20
*
```

E_HOMO = -0.488 Ha
HOMO-LUMO gap = 6.96 eV

Mulliken charges, unit e, in atom order: 0.1189 0.6122 -0.9883 -0.6661 -0.3080 -0.2853 -0.2644 -0.3026 0.9008 0.4320 0.2427 0.3531 0.3430 0.2709 0.2842 0.2570

***

[4]
Computed, not measured: a 2-piece molecular cluster, C4H7N2O4 overall at a distorted geometry, with the ωB97M-V functional and the def2-TZVPD basis.

```
! wB97M-V def2-TZVPD RIJCOSX def2/J DEFGRID3
* xyz -1 1
C -1.57 1.39 0.13
C -0.90 -0.93 1.13
C -0.72 -0.47 -1.42
C -1.07 -0.01 0.01
N 2.28 0.91 -0.60
N 1.52 0.33 0.13
O -2.53 0.53 -0.19
O -1.41 2.54 0.26
O 1.91 -0.27 1.19
O 3.68 0.80 -0.28
H 0.16 -0.92 1.21
H -1.43 -1.81 0.94
H -1.46 -0.64 1.95
H -0.48 -1.43 -1.25
H 0.05 0.20 -1.68
H -1.50 -0.43 -2.17
H 3.47 0.21 0.62
*
```

E_HOMO = -0.157 Ha
HOMO-LUMO gap = 7.94 eV

Mulliken charges, unit e, in atom order: 0.2750 -1.5248 -1.5541 1.5178 -0.6570 0.6716 -0.5146 -0.5638 -0.9107 -0.4711 0.4240 0.3207 0.4289 0.4100 0.4210 0.3693 0.3578

***

[5]
Computed, not measured: an isolated ion of composition C4H7N2OS and charge +1 at a distorted geometry, with the ωB97M-V functional and the def2-TZVPD basis.

```
! wB97M-V def2-TZVPD RIJCOSX def2/J DEFGRID3
* xyz 1 1
C -1.34 1.22 -0.29
C 0.63 -0.91 -0.62
C -1.99 0.06 0.35
C 0.88 0.48 -0.04
N -0.07 1.36 -0.29
N 2.00 0.83 0.59
O 1.67 -1.73 -0.23
S -0.99 -1.53 0.19
H -2.04 1.89 -0.69
H 0.48 -0.72 -1.76
H -2.28 -0.02 1.44
H -2.99 0.01 -0.19
H 1.48 -2.66 -0.70
H 1.91 1.68 1.15
H 2.63 0.05 1.09
*
```

E_HOMO = -0.498 Ha
SMILES = [NH2+]=C1N=CCS[C@@H]1O
HOMO-LUMO gap = 8.36 eV

Mulliken charges, unit e, in atom order: 0.0291 0.0346 -0.5534 0.3344 -0.4535 -0.3666 -0.5096 -0.0448 0.4468 0.3496 0.3578 0.3323 0.3841 0.3172 0.3420

***

[6]
Computed, not measured: C4H7N2S as an isolated structure at a distorted geometry, with the ωB97M-V functional and the def2-TZVPD basis.

```
! wB97M-V def2-TZVPD RIJCOSX def2/J DEFGRID3
* xyz 1 1
C 0.23 -1.09 0.78
C -1.51 0.59 0.13
C 0.79 -0.23 -0.35
C 1.73 0.23 0.56
N 1.41 -0.63 1.47
N -0.57 0.50 -1.11
S -1.41 -0.77 1.41
H 0.34 -2.17 0.77
H -1.13 1.53 0.63
H -2.57 0.77 -0.07
H 1.28 -0.72 -1.23
H 2.79 0.51 0.37
H -0.95 -0.10 -1.98
H -0.45 1.59 -1.38
*
```

E_HOMO = -0.504 Ha
HOMO-LUMO gap = 9.29 eV

Mulliken charges, unit e, in atom order: -0.0912 -0.6551 0.1869 -0.3303 -0.2647 -0.4258 -0.0224 0.3446 0.3700 0.4085 0.3483 0.3218 0.4049 0.4045

***

[7]
Computed, not measured: a 2-piece molecular cluster, C4H7N2S overall at a distorted geometry, with the ωB97M-V functional and the def2-TZVPD basis.

```
! wB97M-V def2-TZVPD RIJCOSX def2/J DEFGRID3
* xyz 1 1
C 0.61 0.62 0.98
C 1.98 0.56 0.83
C -0.36 -0.11 -1.18
C -1.32 1.04 2.43
N -0.32 0.77 1.73
N 0.75 -0.41 -1.88
S 2.79 0.85 -0.58
H 2.52 0.40 1.71
H -0.89 -0.93 -0.55
H -0.81 0.71 -1.47
H -1.46 0.51 3.40
H -2.17 1.51 2.11
H 1.27 -1.29 -1.92
H 0.75 0.22 -2.74
*
```

E_HOMO = -0.452 Ha
HOMO-LUMO gap = 7.04 eV

Mulliken charges, unit e, in atom order: 0.3745 -0.5109 -0.4460 -0.2565 -0.0103 -0.2567 -0.1587 0.3759 0.3313 0.4074 0.2555 0.2999 0.2946 0.2999

***

[8]
Computed, not measured: an isolated ion of composition C4H7N2S and charge +1 at a distorted geometry, with the ωB97M-V functional and the def2-TZVPD basis.

```
! wB97M-V def2-TZVPD RIJCOSX def2/J DEFGRID3
* xyz 1 1
C 1.30 0.44 0.34
C 3.47 0.46 -0.73
C -2.17 -0.19 0.05
C -1.03 -0.55 1.02
N 2.44 0.28 -0.06
N -1.95 -0.57 -1.22
S 0.18 0.90 1.38
H 3.58 1.20 -1.48
H 4.38 -0.15 -0.49
H -3.05 -0.52 0.61
H -2.67 0.77 -0.02
H -1.42 -0.71 2.08
H -0.48 -1.24 0.38
H -2.60 -0.12 -1.86
*
```

E_HOMO (spin up / spin down) = -0.488 / -0.503 Ha
HOMO-LUMO gap (spin up / spin down) = 6.68 / 9.38 eV

Mulliken charges, unit e, in atom order: 0.4156 -0.2029 -0.3118 -0.7083 -0.0649 -0.5631 -0.0314 0.3029 0.2650 0.3805 0.4360 0.3835 0.4112 0.2876

***

[9]
Computed, not measured: C4H7N2S as an isolated structure at a distorted geometry, with the ωB97M-V functional and the def2-TZVPD basis.

```
! wB97M-V def2-TZVPD RIJCOSX def2/J DEFGRID3
* xyz 1 3
C -0.10 -1.30 0.61
C 0.04 0.97 -0.89
C 0.36 0.33 1.73
C -0.39 0.33 -2.18
N 0.16 -1.12 1.93
N 0.02 -0.02 0.22
S 0.57 2.42 -0.40
H -0.33 -2.01 -0.06
H -0.37 0.92 2.20
H 1.34 0.75 1.92
H 0.56 -0.03 -2.79
H -1.15 -0.60 -2.19
H -0.79 1.15 -2.86
H 0.09 -1.78 2.76
*
```

<S²> = 2.02
E_HOMO (spin up / spin down) = -0.407 / -0.531 Ha
HOMO-LUMO gap (spin up / spin down) = 7.66 / 7.19 eV

Mulliken charges, unit e, in atom order: -0.0210 0.6765 -0.6594 -0.9228 -0.2682 -0.1273 -0.0503 0.4470 0.3870 0.4003 0.2806 0.2693 0.3309 0.2576

***

[10]
Computed, not measured: one molecule with the formula C4H7N3 at a distorted geometry, with the ωB97M-V functional and the def2-TZVPD basis.

```
! wB97M-V def2-TZVPD RIJCOSX def2/J DEFGRID3
* xyz 0 1
C -1.80 0.71 0.09
C -1.02 -0.53 -0.34
C 0.43 -0.32 -0.05
C 1.44 -0.19 -0.92
N 2.64 0.00 0.18
N 2.05 0.04 1.35
N 0.79 -0.19 1.27
H -2.88 0.52 0.10
H -1.48 1.01 1.09
H -1.60 1.55 -0.60
H -1.32 -1.42 0.22
H -1.22 -0.75 -1.40
H 1.27 -0.70 -1.91
H 3.62 0.32 0.40
*
```

E_HOMO = -0.362 Ha
SMILES = CCc1c[nH]nn1
HOMO-LUMO gap = 10.94 eV

Mulliken charges, unit e, in atom order: -1.1305 -0.3599 0.3304 -0.2198 0.0465 -0.5127 -0.2772 0.3194 0.3556 0.2998 0.2612 0.3076 0.2810 0.2986

***

Calculated values (eV) of ΔE to the lowest compared entry with this formula, charge and spin for the records, taken in order: 2.368 0.624 4.524 2.402 1.421 4.417 5.122 6.184 2.095 2.520.